113
Properties=species:S:1:pos:R:3:forces:R:3 method="wB97M-V/def2-TZVPD" e_homo_ev="-9.6 / -9.6" spin_multiplicity=2 charge=0 gap_ev="8.800 / 5.716"
Cu -20.434 5.217 -12.944 0.06 -0.22 -0.24
P -19.823 2.030 -12.629 -0.49 -1.64 0.43
F -21.197 3.008 -12.766 -0.72 -0.38 -0.03
F -20.758 0.808 -11.956 1.32 1.50 -1.05
F -20.034 1.440 -14.126 -0.28 -0.58 1.04
F -18.385 1.281 -12.382 -1.57 0.22 -0.76
F -19.140 3.270 -13.374 1.74 1.29 0.25
F -19.660 2.719 -11.207 0.27 0.11 0.71
P -18.870 7.568 -14.291 0.28 1.13 1.06
F -18.914 7.772 -12.677 0.67 0.10 -0.33
F -20.397 7.064 -14.173 -3.39 0.14 0.55
F -19.420 9.097 -14.460 1.00 -1.01 -0.56
F -19.000 7.177 -15.816 0.85 1.39 -1.49
F -17.287 7.904 -14.320 -1.62 -0.19 -0.40
F -18.653 5.974 -14.081 2.08 -1.95 1.38
C -26.646 2.456 -13.119 2.11 -1.44 2.62
C -25.437 2.518 -12.346 -0.75 0.56 -1.64
C -24.446 3.450 -12.717 -1.37 -0.96 0.21
C -24.762 4.317 -13.765 -0.22 0.78 0.57
C -25.966 4.236 -14.487 2.43 2.17 -0.28
C -26.839 3.280 -14.164 -2.18 -1.06 -0.58
N -23.892 5.526 -13.950 0.83 -0.67 -1.03
O -24.299 6.435 -14.662 0.43 -0.76 1.00
O -22.764 5.483 -13.444 -1.46 0.36 -0.16
H -27.406 1.712 -12.933 0.07 -0.10 0.38
H -25.232 1.854 -11.519 -0.14 -0.11 0.01
H -23.532 3.385 -12.146 0.25 0.67 -0.36
H -26.180 4.958 -15.260 0.17 0.03 -0.05
H -27.774 3.097 -14.673 0.02 0.53 -0.51
C -13.790 0.694 -16.730 1.22 0.29 -1.98
C -13.211 1.920 -17.005 -0.40 0.54 -0.38
C -13.747 3.051 -16.445 -0.23 1.16 1.77
C -14.775 2.953 -15.482 0.13 -1.58 -1.74
C -15.380 1.703 -15.323 -0.63 1.71 1.95
C -14.894 0.610 -15.948 0.38 -1.88 0.35
N -15.431 4.154 -14.994 -1.49 0.62 0.58
O -15.165 5.185 -15.587 0.11 -0.09 0.43
O -16.304 4.069 -14.112 1.58 -0.24 -1.03
H -13.398 -0.109 -17.336 -0.12 -0.57 0.44
H -12.466 2.059 -17.774 0.29 -0.30 0.15
H -13.332 4.034 -16.613 -0.01 0.02 -0.30
H -16.188 1.583 -14.616 -0.27 0.23 -0.04
H -15.270 -0.380 -15.734 -0.48 0.07 -0.04
C -23.207 8.868 -16.968 2.34 0.80 0.65
C -22.005 8.164 -17.051 -0.50 -0.86 -0.75
C -22.027 6.875 -17.597 1.25 0.92 0.71
C -23.233 6.353 -17.964 0.80 -1.35 -0.68
C -24.383 7.036 -17.800 -2.77 0.14 0.00
C -24.403 8.307 -17.284 0.12 0.60 0.06
N -23.285 5.003 -18.600 -1.02 -0.84 0.14
O -22.328 4.554 -19.182 1.05 0.63 0.04
O -24.322 4.361 -18.513 -0.19 0.75 0.33
H -23.064 9.891 -16.652 -0.60 0.21 0.22
H -21.058 8.601 -16.771 -0.04 0.06 0.11
H -21.088 6.350 -17.693 -0.09 -0.26 -0.15
H -25.345 6.616 -18.056 0.13 -0.42 -0.19
H -25.273 8.928 -17.127 -0.41 -0.44 -0.28
C -14.521 6.222 -8.695 -1.45 0.54 -0.94
C -15.581 6.157 -7.761 1.95 -0.17 -0.96
C -16.786 5.747 -8.201 -3.28 0.54 -1.40
C -17.130 5.627 -9.589 -0.15 -0.26 0.41
C -16.117 5.700 -10.532 0.91 0.23 0.31
C -14.829 6.037 -10.076 0.51 -0.54 2.07
N -18.632 5.491 -10.011 -0.97 0.21 1.50
O -18.924 5.550 -11.216 0.88 -0.42 0.69
O -19.470 5.433 -9.100 2.00 -0.05 -1.89
H -13.551 6.541 -8.340 0.20 -0.11 -0.31
H -15.495 6.441 -6.723 0.36 -0.23 0.05
H -17.574 5.759 -7.463 -0.37 -0.28 -0.21
H -16.099 5.489 -11.591 -1.15 0.11 -0.13
H -14.019 6.047 -10.790 -0.02 0.14 -0.10
C -18.245 1.873 -18.392 3.15 0.34 0.47
C -19.505 1.448 -18.514 -2.18 0.61 0.09
C -20.454 2.061 -17.719 -1.59 0.66 1.95
C -20.147 2.989 -16.691 2.34 -0.73 -2.10
C -18.767 3.393 -16.587 -1.23 -0.44 0.36
C -17.815 2.786 -17.394 -1.41 -0.19 -0.22
N -21.186 3.549 -15.863 -0.49 1.81 1.76
O -22.359 3.345 -16.027 -0.21 -1.13 -1.11
O -20.870 4.347 -14.957 1.30 -0.01 -0.88
H -17.538 1.442 -19.085 0.47 0.05 0.12
H -19.841 0.751 -19.268 0.18 -0.04 -0.03
H -21.498 1.805 -17.823 -0.13 -0.09 -0.06
H -18.439 4.145 -15.885 -0.23 -0.01 0.29
H -16.784 3.023 -17.179 0.04 0.01 -0.61
C -24.765 1.548 -8.388 -0.22 -0.85 0.75
C -23.519 1.370 -8.939 -0.60 -1.40 -0.38
C -22.874 2.403 -9.530 0.50 1.22 -0.71
C -23.400 3.704 -9.361 1.29 -0.67 0.17
C -24.550 3.923 -8.650 -0.67 -0.63 0.53
C -25.246 2.791 -8.171 -0.66 2.03 -0.54
N -22.648 4.874 -9.869 -0.98 2.03 -1.48
O -23.111 5.983 -9.548 1.11 -1.67 -0.23
O -21.754 4.733 -10.709 -1.02 -0.63 1.39
H -25.342 0.668 -8.145 -0.07 0.00 0.34
H -23.221 0.334 -8.999 0.60 0.09 -0.41
H -22.070 2.178 -10.214 0.52 0.41 0.25
H -24.960 4.909 -8.489 0.22 0.03 -0.07
H -26.225 2.954 -7.744 -0.02 -0.06 0.17
C -23.793 11.612 -12.648 0.73 0.65 0.32
C -22.951 11.820 -11.549 0.05 -1.19 -1.10
C -22.187 10.733 -11.133 1.12 0.10 -0.01
C -22.174 9.468 -11.782 -0.83 1.78 -0.02
C -22.944 9.339 -12.930 0.43 -0.07 0.25
C -23.728 10.425 -13.330 -0.77 -0.99 -0.04
N -21.376 8.368 -11.214 -0.26 -1.34 -0.32
O -20.809 8.517 -10.175 0.65 1.29 1.15
O -21.382 7.272 -11.754 -0.75 0.43 -1.04
H -24.357 12.441 -13.048 -0.29 -0.05 0.03
H -22.788 12.825 -11.189 -0.08 -0.16 0.47
H -21.403 10.978 -10.431 -0.11 -0.52 0.50
H -22.903 8.460 -13.557 -0.07 -0.27 0.17
H -24.428 10.251 -14.133 0.20 0.09 -0.38